No. 1
Molecular formula: C5H9NO3S
Method: DFT, the ωB97M-V functional and the def2-TZVPD basis

Element x y z (Å)
C -0.11 -0.14 1.27
C 0.87 1.68 -0.25
C -0.47 1.52 -0.95
C 0.35 0.33 -0.45
C 0.87 -0.92 -1.12
N -1.99 -0.84 2.79
O 0.53 0.23 2.21
O -2.20 -1.23 0.30
O -0.91 -2.81 1.68
S -1.34 -1.46 1.41
H 1.73 1.97 -0.89
H 1.15 2.05 0.82
H -1.38 1.70 -0.45
H -0.39 1.97 -1.95
H 1.66 -1.17 -0.46
H 1.20 -0.76 -2.07
H 0.05 -1.74 -1.04
H -1.49 -1.08 3.69
H -2.99 -0.74 2.81

Results
**Max |F|**: 4.68 eV Å⁻¹
**Molar mass**: 163.198 Da
**Charge**: 0
**HOMO-LUMO gap (alpha / beta)**: 7.30 / 7.48 eV
**Electronic energy**: -874.33949 hartree
**Multiplicity**: 3



No. 2
Molecular formula: C34H42Cl2NOP3Sn
Method: DFT, the ωB97M-V functional and the def2-TZVPD basis

Element x y z (Å)
P -2.28 5.57 -0.02
C -3.21 6.14 1.44
C -2.91 7.40 1.99
H -2.01 7.93 1.67
C -3.78 8.01 2.89
H -3.56 9.01 3.25
C -4.94 7.34 3.29
H -5.62 7.83 4.00
C -5.23 6.07 2.80
H -6.14 5.55 3.11
C -4.37 5.46 1.88
H -4.60 4.48 1.47
C -0.82 6.66 -0.14
C 0.25 6.41 0.73
H 0.25 5.51 1.35
C 1.31 7.31 0.80
H 2.14 7.11 1.49
C 1.30 8.46 0.01
H 2.13 9.17 0.08
C 0.25 8.70 -0.88
H 0.25 9.59 -1.51
C -0.81 7.79 -0.97
H -1.62 7.97 -1.68
C -3.33 5.96 -1.43
C -4.30 6.97 -1.29
H -4.56 7.34 -0.30
C -4.91 7.52 -2.41
H -5.61 8.35 -2.29
C -4.61 7.01 -3.68
H -5.07 7.46 -4.56
C -3.72 5.94 -3.82
H -3.50 5.53 -4.81
C -3.10 5.39 -2.69
H -2.43 4.53 -2.79
Sn -0.07 0.00 0.14
C 1.15 0.92 -1.36
C 1.43 2.19 -1.69
H 1.75 0.13 -1.84
C 0.55 3.42 -1.38
O 0.15 3.94 -2.66
H -0.18 4.85 -2.56
C -0.66 3.29 -0.55
H 1.19 4.17 -0.86
C -1.68 3.88 -0.02
Cl 0.70 -2.25 -0.04
Cl -2.08 0.03 1.38
P 1.33 0.38 2.30
C 1.45 -1.14 3.30
H 1.95 -1.93 2.73
H 0.44 -1.48 3.57
H 2.02 -0.92 4.22
C 3.05 0.86 1.95
H 3.07 1.75 1.30
H 3.57 0.04 1.45
H 3.55 1.10 2.90
C 0.66 1.65 3.41
H -0.35 1.36 3.74
H 0.61 2.61 2.89
H 1.33 1.74 4.29
P 2.88 2.34 -2.80
C 3.97 0.91 -2.72
C 3.86 3.78 -2.38
H 3.42 -0.01 -2.93
H 4.45 0.83 -1.73
H 4.75 1.04 -3.48
H 3.22 4.67 -2.27
H 4.57 3.93 -3.21
H 4.42 3.61 -1.45
C 2.30 2.50 -4.49
H 2.08 1.51 -4.90
H 3.10 2.96 -5.07
H 1.40 3.12 -4.51
H -2.36 3.25 0.59
C -3.37 -1.20 -3.71
C -2.76 0.05 -3.65
C -1.84 0.33 -2.63
N -1.53 -0.58 -1.69
C -2.12 -1.79 -1.74
C -3.05 -2.13 -2.72
H -4.09 -1.43 -4.49
H -2.95 0.85 -4.38
H -1.35 1.31 -2.56
H -1.84 -2.50 -0.96
H -3.49 -3.12 -2.68

Results
**Max |F|**: 3.94 eV Å⁻¹
**Molar mass**: 763.255 Da
**Charge**: +2
**HOMO-LUMO gap**: 6.51 eV
**Electronic energy**: -3609.02329 hartree



No. 3
Molecular formula: C27H51N4O5PdS4
Method: DFT, the ωB97M-V functional and the def2-TZVPD basis

Element x y z (Å)
Pd -14.59 -10.22 24.14
C -11.10 -11.77 26.45
C -12.05 -12.21 25.33
C -12.15 -13.79 25.26
O -13.29 -11.62 25.23
H -11.47 -11.69 27.46
H -10.74 -10.77 26.15
H -10.19 -12.37 26.46
H -11.46 -11.94 24.44
H -11.25 -14.25 25.64
H -12.32 -14.06 24.23
H -12.93 -14.04 25.98
C -16.71 -12.92 20.70
S -15.14 -12.05 21.04
O -15.20 -11.31 22.37
C -13.97 -13.47 21.28
H -17.10 -13.43 21.58
H -16.47 -13.53 19.84
H -17.39 -12.15 20.33
H -13.68 -13.56 22.32
H -13.14 -13.25 20.61
H -14.37 -14.42 20.92
C -11.05 -7.76 25.71
S -12.52 -7.17 24.84
O -13.29 -8.45 24.54
C -13.38 -6.52 26.31
H -10.51 -6.88 26.04
H -10.43 -8.26 24.96
H -11.33 -8.42 26.53
H -13.33 -7.25 27.12
H -14.41 -6.27 26.09
H -12.91 -5.56 26.56
C -11.68 -16.11 29.03
S -13.12 -17.24 29.17
O -13.74 -17.10 30.52
C -14.10 -16.38 27.90
H -11.96 -15.07 28.85
H -11.03 -16.42 28.22
H -11.16 -16.16 29.98
H -14.29 -15.33 28.12
H -15.13 -16.75 27.85
H -13.51 -16.54 27.00
C -18.36 -12.36 26.19
S -17.38 -12.41 24.66
O -16.60 -11.11 24.50
C -16.19 -13.69 25.20
H -19.17 -11.65 26.13
H -17.70 -12.02 26.99
H -18.69 -13.39 26.34
H -15.31 -13.78 24.57
H -16.74 -14.64 25.16
H -15.88 -13.56 26.24
N -9.49 -16.40 21.41
C -10.64 -16.60 22.13
C -10.32 -16.66 23.47
C -8.91 -16.58 23.56
C -8.45 -16.34 22.30
H -9.36 -16.29 20.42
H -11.63 -16.58 21.70
H -11.07 -16.79 24.23
H -8.38 -16.64 24.49
H -7.46 -16.26 21.87
N -7.73 -7.96 27.94
C -8.99 -8.30 28.33
C -9.71 -7.16 28.61
C -8.81 -6.09 28.43
C -7.57 -6.61 28.18
H -7.01 -8.57 27.60
H -9.33 -9.32 28.30
H -10.75 -7.20 28.92
H -9.11 -5.05 28.49
H -6.65 -6.07 28.06
N -14.08 -11.49 28.38
C -13.45 -11.49 29.58
C -14.41 -11.79 30.52
C -15.62 -12.10 29.85
C -15.40 -11.85 28.52
H -13.64 -11.49 27.47
H -12.40 -11.26 29.63
H -14.23 -11.93 31.58
H -16.50 -12.55 30.27
H -16.00 -11.88 27.62
N -8.80 -14.26 29.49
C -8.04 -15.40 29.24
C -7.15 -15.12 28.22
C -7.51 -13.84 27.71
C -8.52 -13.37 28.50
H -9.37 -14.15 30.31
H -8.07 -16.20 29.96
H -6.32 -15.76 27.95
H -7.07 -13.22 26.94
H -9.12 -12.48 28.45

Results
**Max |F|**: 2.13 eV Å⁻¹
**Molar mass**: 746.416 Da
**Charge**: +1
**HOMO-LUMO gap (alpha / beta)**: 8.05 / 5.67 eV
**Electronic energy**: -3374.73686 hartree
**Multiplicity**: 3



No. 4
Molecular formula: C20H26ClFeN5O7S
Method: DFT, the ωB97M-V functional and the def2-TZVPD basis

Element x y z (Å)
Fe 6.81 9.52 12.18
O 6.54 4.16 14.45
C 7.16 4.98 15.31
O 7.70 4.60 16.28
C 7.11 6.45 14.95
C 7.44 7.46 15.84
Cl 7.99 7.50 17.46
N 7.38 8.63 15.23
N 7.03 8.46 13.91
C 6.88 7.15 13.77
C 6.40 6.76 12.44
O 6.14 5.64 12.15
O 6.22 7.79 11.63
C 7.56 9.91 15.79
C 8.76 10.53 15.74
C 8.87 11.85 16.13
C 7.79 12.47 16.72
C 6.59 11.79 16.88
C 6.43 10.52 16.32
H 6.32 4.59 13.60
H 9.64 10.10 15.25
H 9.80 12.39 15.98
H 7.77 13.51 17.03
H 5.66 12.44 17.15
H 5.49 9.96 16.41
C 8.85 4.74 10.35
C 8.61 4.63 8.77
C 8.75 5.98 8.01
C 7.59 6.97 8.17
N 7.71 7.76 9.37
C 8.37 8.86 9.37
S 8.54 9.99 10.74
N 9.08 9.18 8.32
C 10.26 10.06 8.36
C 11.02 10.27 7.05
C 11.47 8.98 6.34
C 10.51 8.53 5.21
H 9.08 3.79 10.73
H 8.01 5.09 10.87
H 9.78 5.49 10.52
H 7.63 4.21 8.68
H 9.33 3.93 8.32
H 8.86 5.71 6.95
H 9.71 6.50 8.27
H 6.61 6.54 8.30
H 7.35 7.61 7.30
H 7.07 7.56 10.11
H 9.06 8.56 7.52
H 10.97 9.67 9.06
H 9.88 10.96 8.78
H 11.91 10.87 7.28
H 10.42 10.83 6.32
H 11.61 8.26 7.18
H 12.41 9.19 5.81
H 9.49 8.67 5.51
H 10.61 7.50 4.89
H 10.61 9.18 4.35
O 7.04 11.26 13.27
N 6.14 11.82 12.64
O 5.88 12.98 12.65
O 5.48 10.97 11.86

Results
**Max |F|**: 4.65 eV Å⁻¹
**Molar mass**: 571.821 Da
**Charge**: +1
**HOMO-LUMO gap (alpha / beta)**: 9.41 / 7.20 eV
**Electronic energy**: -3699.96843 hartree
**Multiplicity**: 6



No. 5
Molecular formula: C5H3NO4
Method: DFT, the ωB97M-V functional and the def2-TZVPD basis

Element x y z (Å)
C 1.15 0.88 1.31
C -0.24 1.21 1.65
C 1.05 0.49 -0.20
C -0.93 -0.45 0.74
C -0.52 -0.90 -1.59
N -0.13 -0.23 -0.37
O 2.13 0.67 1.97
O -0.94 2.02 2.12
O 1.80 0.70 -1.08
O -1.76 -1.21 1.05
H -0.30 -1.90 -1.43
H -1.48 -0.73 -1.94
H 0.17 -0.54 -2.23

Results
**Max |F|**: 4.95 eV Å⁻¹
**Molar mass**: 141.082 Da
**Charge**: 0
**HOMO-LUMO gap**: 8.04 eV
**Electronic energy**: -547.96079 hartree



No. 6
Molecular formula: C3H3NO2
Method: DFT, the ωB97M-V functional and the def2-TZVPD basis

Element x y z (Å)
C -1.51 -1.02 1.81
C -0.17 0.80 -0.26
C -0.29 -0.50 0.48
N -2.32 -1.22 2.62
O -1.01 -0.30 -0.73
O 0.69 -1.46 0.35
H -0.65 1.65 0.17
H 0.84 0.97 -0.65
H 0.32 -2.19 -0.16

Results
**Max |F|**: 9.30 eV Å⁻¹
**Molar mass**: 85.062 Da
**Charge**: 0
**HOMO-LUMO gap (alpha / beta)**: 6.96 / 6.39 eV
**Electronic energy**: -321.00535 hartree
**Multiplicity**: 3



No. 7
Molecular formula: C8H23ClN5O5V
Method: DFT, the ωB97M-V functional and the def2-TZVPD basis

Element x y z (Å)
O -24.06 -20.03 9.99
V -25.57 -20.58 9.99
Cl -24.96 -22.12 9.19
C -25.82 -24.46 7.54
O -26.26 -25.45 6.94
N -24.94 -23.59 6.99
N -26.21 -24.17 8.74
H -24.59 -23.68 6.05
H -24.57 -22.83 7.55
H -26.92 -24.73 9.17
H -25.87 -23.28 9.10
C -22.49 -20.92 8.79
O -23.23 -20.18 8.28
N -22.81 -22.04 9.30
N -21.24 -20.70 8.98
H -22.06 -22.61 9.68
H -23.77 -22.34 9.30
H -20.88 -21.42 9.60
H -20.75 -19.87 8.68
C -27.83 -20.83 7.79
O -27.31 -20.54 9.03
C -27.88 -21.43 10.05
C -27.30 -21.12 11.46
N -25.84 -21.24 11.45
C -25.33 -21.03 12.79
C -23.84 -21.48 12.89
O -23.01 -20.86 11.88
C -21.62 -21.20 11.85
H -27.32 -20.32 6.97
H -28.92 -20.76 7.71
H -27.49 -21.85 7.60
H -27.85 -22.49 9.82
H -28.94 -21.18 10.10
H -27.76 -21.77 12.20
H -27.53 -20.11 11.81
H -25.70 -22.19 11.12
H -25.92 -21.47 13.60
H -25.31 -19.95 12.94
H -23.86 -22.57 12.82
H -23.45 -21.29 13.89
H -21.12 -21.06 12.81
H -21.19 -20.54 11.09
H -21.42 -22.25 11.66

Results
**Max |F|**: 18.20 eV Å⁻¹
**Molar mass**: 355.699 Da
**Charge**: +1
**HOMO-LUMO gap (alpha / beta)**: 7.77 / 8.09 eV
**Electronic energy**: -2372.05014 hartree
**Multiplicity**: 2



No. 8
Molecular formula: C4H7N2
Method: DFT, the ωB97M-V functional and the def2-TZVPD basis

Element x y z (Å)
C -0.58 -0.86 -1.73
C -0.71 -2.08 -1.92
C 0.23 0.10 -1.27
C 0.29 0.60 0.17
N 1.41 0.40 0.94
N -1.09 -0.13 0.73
H 1.06 0.54 -1.78
H -0.23 1.58 0.12
H 1.75 1.01 1.69
H 2.09 -0.25 0.74
H -0.94 -0.53 1.67
H -1.40 -0.83 0.06
H -1.88 0.45 0.57

Results
**Max |F|**: 4.54 eV Å⁻¹
**Molar mass**: 83.114 Da
**Charge**: +1
**HOMO-LUMO gap**: 8.77 eV
**Electronic energy**: -265.65973 hartree